1.
ORCA calculation (ωB97M-V with the def2-TZVPD basis set) on C33H51CoNO5PSi2Te as an isolated structure at a distorted geometry.

Computed properties:
- LUMO level (alpha / beta): -4.446 / -7.671 eV
- Net charge: +2
- Strongest force on any atom: 0.02174 hartree/bohr
- ΔE to the lowest compared entry with this formula, charge and spin: 0.0 kJ/mol
- Calculated total energy: -116727.5991 eV
- Gap between HOMO and LUMO (alpha / beta): 6.98 / 5.69 eV
- Spin multiplicity: 5
- HOMO (alpha / beta): -0.420 / -0.491 Eh

Geometry as XYZ:
```
95
C33H51CoNO5PSi2Te, DFT ωB97M-V with the def2-TZVPD basis set
Co 0.76 1.92 -0.93
C 3.57 0.98 -0.70
O 2.31 0.55 -1.25
C 2.36 0.27 -2.66
C 2.47 1.56 -3.45
O 1.52 2.45 -2.89
C 1.51 3.74 -3.51
H 4.34 0.23 -0.93
H 3.42 1.06 0.37
H 3.86 1.95 -1.10
H 1.42 -0.23 -2.89
H 3.19 -0.41 -2.87
H 2.24 1.36 -4.50
H 3.47 2.00 -3.40
H 0.90 4.38 -2.89
H 1.09 3.67 -4.52
H 2.53 4.14 -3.56
O 1.53 3.50 0.26
C 0.41 3.74 -0.23
C -0.85 4.28 0.24
C -1.00 5.48 0.94
C -2.26 6.02 1.10
C -3.38 5.37 0.58
C -3.24 4.17 -0.10
C -1.98 3.61 -0.25
P -1.55 2.11 -1.15
C -2.22 2.36 -2.81
C -2.05 3.62 -3.38
C -2.46 3.85 -4.69
C -3.04 2.83 -5.43
C -3.22 1.58 -4.86
C -2.82 1.34 -3.55
C -2.48 0.72 -0.43
C -2.09 -0.57 -0.81
C -2.84 -1.67 -0.43
C -3.96 -1.50 0.37
C -4.33 -0.23 0.79
C -3.59 0.87 0.38
H -0.12 6.00 1.31
H -2.38 6.95 1.63
H -4.36 5.81 0.70
H -4.11 3.69 -0.52
H -1.61 4.42 -2.80
H -2.33 4.83 -5.12
H -3.37 3.02 -6.44
H -3.70 0.79 -5.42
H -2.98 0.36 -3.11
H -1.20 -0.70 -1.43
H -2.56 -2.66 -0.77
H -4.56 -2.36 0.66
H -5.20 -0.10 1.42
H -3.90 1.86 0.71
C 2.09 -5.51 -0.70
Si 3.60 -5.00 0.26
C 4.52 -6.45 0.97
C 4.68 -3.87 -0.78
C 3.01 -3.95 1.77
Te 2.01 -2.20 1.18
C 0.06 -2.96 1.23
Si -0.91 -3.06 2.89
C 0.19 -3.61 4.29
C -2.27 -4.29 2.55
C -1.60 -1.36 3.25
H 2.39 -6.12 -1.56
H 1.54 -4.65 -1.10
H 1.40 -6.12 -0.11
H 4.86 -7.09 0.16
H 3.88 -7.04 1.62
H 5.40 -6.14 1.54
H 5.39 -4.46 -1.37
H 5.26 -3.18 -0.17
H 4.08 -3.30 -1.48
H 3.87 -3.64 2.36
H 2.33 -4.53 2.40
H 0.14 -3.98 0.82
H -0.50 -2.34 0.54
H 0.57 -4.63 4.18
H -0.42 -3.61 5.20
H 1.03 -2.93 4.46
H -1.87 -5.28 2.35
H -2.85 -3.98 1.68
H -2.94 -4.36 3.40
H -0.80 -0.63 3.32
H -2.13 -1.38 4.20
H -2.29 -1.03 2.47
N 0.50 2.43 4.36
C 0.19 2.46 2.93
C 0.71 1.18 2.28
O 1.38 0.41 3.11
O 0.53 0.86 1.12
H 1.06 3.22 4.64
H 1.31 0.90 3.99
H -0.32 2.39 4.94
H 0.66 3.29 2.42
H -0.88 2.52 2.72
```

Here are the Löwdin charges for atoms 1 to 4, given in e: 0.47 -0.05 -0.31 -0.15

=====

2.
ORCA calculation (ωB97M-V with the def2-TZVPD basis set) on one molecule with the formula C5H8N2O at a distorted geometry.

Computed properties:
- LUMO level: 0.664 eV
- Net charge: 0
- Strongest force on any atom: 0.06666 hartree/bohr
- ΔE to the lowest compared entry with this formula, charge and spin: 114.0 kJ/mol
- Calculated total energy: -10341.5449 eV
- Gap between HOMO and LUMO: 10.66 eV
- HOMO: -0.367 Eh

Geometry as XYZ:
```
16
C5H8N2O, DFT ωB97M-V with the def2-TZVPD basis set
C -2.26 0.84 -0.34
C -0.95 0.95 0.39
O -0.36 2.04 0.48
C -0.20 -0.32 0.71
C 0.93 -0.48 -0.30
N 1.55 -1.81 -0.16
C 1.94 0.67 -0.09
N 2.94 1.26 0.04
H -2.09 0.87 -1.42
H -2.76 -0.09 -0.09
H -2.90 1.68 -0.05
H -0.89 -1.17 0.66
H 0.16 -0.25 1.75
H 0.54 -0.39 -1.32
H 2.19 -1.96 -0.94
H 2.15 -1.82 0.67
```

Here are the Löwdin charges for atoms 1 to 4, given in e: -0.01 -0.42 0.05 -0.12

=====

3.
ORCA calculation (ωB97M-V with the def2-TZVPD basis set) on C10H17N7OPdS5 as an isolated structure.

Computed properties:
- LUMO level (alpha / beta): -6.520 / -9.213 eV
- Net charge: +2
- Strongest force on any atom: 0.01153 hartree/bohr
- Calculated total energy: -80763.9668 eV
- Gap between HOMO and LUMO (alpha / beta): 6.70 / 4.35 eV
- Spin multiplicity: 5
- HOMO (alpha / beta): -0.486 / -0.498 Eh

Geometry as XYZ:
```
41
C10H17N7OPdS5, DFT ωB97M-V with the def2-TZVPD basis set
Pd -0.26 0.15 0.61
N -1.83 0.50 4.08
C -2.23 -0.52 3.36
N -1.91 -0.69 2.08
C -2.55 -1.77 1.56
C -3.33 -2.49 2.48
S -3.30 -1.78 3.99
C -2.43 -2.05 0.17
C -3.15 -3.00 -0.53
S -2.85 -2.87 -2.19
C -1.73 -1.55 -1.87
N -1.62 -1.25 -0.60
N -1.07 -0.94 -2.85
H -1.42 1.30 3.56
H -2.14 0.64 5.03
H -3.91 -3.38 2.29
H -3.85 -3.73 -0.15
H -1.25 -1.14 -3.82
H -0.51 -0.13 -2.63
S -2.18 4.59 0.79
C -1.42 3.12 0.80
S -0.72 3.01 2.36
S -1.34 2.00 -0.47
N 1.72 -1.03 1.71
N 1.49 0.38 1.95
H 2.24 -1.48 2.46
H 2.24 -1.11 0.84
H 2.28 0.95 1.67
H 1.31 0.54 2.93
C 3.70 -0.03 -2.49
N 2.85 1.15 -2.37
C 3.15 2.34 -3.17
C 1.82 1.14 -1.56
O 1.49 0.16 -0.85
H 4.40 0.13 -3.30
H 3.09 -0.91 -2.70
H 4.25 -0.20 -1.56
H 4.23 2.45 -3.25
H 2.75 3.22 -2.68
H 2.73 2.25 -4.17
H 1.23 2.07 -1.52
```

Here are the Löwdin charges for atoms 1 to 4, given in e: 0.78 0.17 -0.60 0.05

=====

4.
ORCA calculation (ωB97M-V with the def2-TZVPD basis set) on C14H10ClF2IN2O2Pd as an isolated structure.

Computed properties:
- LUMO level (alpha / beta): -6.922 / -10.428 eV
- Net charge: +2
- Strongest force on any atom: 0.00856 hartree/bohr
- ΔE to the lowest compared entry with this formula, charge and spin: 0.0 kJ/mol
- Calculated total energy: -51272.7403 eV
- Gap between HOMO and LUMO (alpha / beta): 7.14 / 3.64 eV
- Spin multiplicity: 5
- HOMO (alpha / beta): -0.517 / -0.517 Eh

Geometry as XYZ:
```
33
C14H10ClF2IN2O2Pd, DFT ωB97M-V with the def2-TZVPD basis set
Pd 0.15 -1.10 1.11
F -2.58 -0.97 0.69
C -2.09 -2.00 1.38
F -2.29 -1.84 2.67
H -2.36 -2.97 0.99
I 1.44 1.03 6.65
C 0.56 1.30 4.80
C -0.16 2.45 4.48
C -0.73 2.57 3.22
C -0.57 1.54 2.31
N 0.12 0.44 2.62
C 0.67 0.31 3.83
H -0.28 3.23 5.22
H -1.29 3.45 2.95
H -0.99 1.60 1.31
H 1.22 -0.60 4.03
Cl -0.18 0.79 -7.15
C -0.09 0.38 -5.55
C 0.46 1.31 -4.61
C 0.52 0.96 -3.30
C 0.05 -0.31 -2.89
C -0.49 -1.24 -3.81
C -0.57 -0.91 -5.13
C 0.12 -0.70 -1.44
O -0.01 -1.89 -1.11
O 0.32 0.22 -0.58
H 0.81 2.27 -4.97
H 0.92 1.64 -2.56
H -0.82 -2.20 -3.46
H -0.98 -1.58 -5.87
N 3.09 -2.40 1.37
C 2.05 -1.92 1.32
H 3.99 -2.84 1.46
```

Here are the Löwdin charges for atoms 1 to 4, given in e: 1.05 0.06 -0.26 0.09

=====

5.
ORCA calculation (ωB97M-V with the def2-TZVPD basis set) on one molecule with the formula C17H17NOS at a distorted geometry.

Computed properties:
- LUMO level: 0.120 eV
- Net charge: 0
- Strongest force on any atom: 0.06228 hartree/bohr
- ΔE to the lowest compared entry with this formula, charge and spin: 125.6 kJ/mol
- Calculated total energy: -32277.2202 eV
- Gap between HOMO and LUMO: 8.40 eV
- HOMO: -0.304 Eh

Geometry as XYZ:
```
37
C17H17NOS, DFT ωB97M-V with the def2-TZVPD basis set
C -1.19 -2.16 2.61
N -1.46 -0.87 1.95
C -2.77 -0.32 2.29
C -0.88 -0.58 0.58
C 0.64 -0.46 0.77
C 1.55 -0.93 -0.25
C 2.95 -0.68 -0.12
C 3.45 -0.11 1.05
C 2.58 0.25 2.08
C 1.19 0.12 1.93
C -1.43 0.66 -0.21
S -0.96 2.31 0.59
C 0.19 2.65 -0.70
O 0.89 3.66 -0.77
C 0.07 1.74 -1.83
C 0.76 1.81 -3.03
C 0.51 0.86 -4.00
C -0.45 -0.12 -3.75
C -1.23 -0.18 -2.61
C -0.86 0.71 -1.63
H -1.57 -2.16 3.64
H -1.69 -2.98 2.09
H -0.11 -2.36 2.63
H -2.98 -0.47 3.35
H -3.56 -0.86 1.75
H -2.87 0.77 2.14
H -1.09 -1.44 -0.07
H 1.12 -1.41 -1.11
H 3.62 -0.95 -0.94
H 4.50 0.02 1.23
H 2.96 0.64 3.00
H 0.54 0.57 2.71
H -2.52 0.66 -0.26
H 1.52 2.56 -3.23
H 1.09 0.91 -4.91
H -0.54 -0.92 -4.49
H -1.97 -0.92 -2.49
```

Here are the Löwdin charges for atoms 1 to 4, given in e: -0.07 -0.23 -0.10 -0.25

=====

6.
ORCA calculation (ωB97M-V with the def2-TZVPD basis set) on a 2-piece molecular cluster, C14H16 overall at a distorted geometry.

Computed properties:
- LUMO level: 0.847 eV
- Net charge: 0
- Strongest force on any atom: 0.05164 hartree/bohr
- ΔE to the lowest compared entry with this formula, charge and spin: 103.4 kJ/mol
- Calculated total energy: -14776.6941 eV
- Gap between HOMO and LUMO: 9.78 eV
- HOMO: -0.328 Eh

Geometry as XYZ:
```
30
C14H16, DFT ωB97M-V with the def2-TZVPD basis set
C -0.35 -2.43 -3.05
C -0.41 -2.81 -1.58
C -1.52 -2.49 -0.81
C -1.51 -2.89 0.54
C -0.53 -3.76 0.98
C 0.52 -4.17 0.19
C 0.58 -3.71 -1.12
H -0.06 -3.27 -3.66
H 0.23 -1.52 -3.23
H -1.36 -2.11 -3.33
H -2.37 -2.01 -1.27
H -2.36 -2.50 1.09
H -0.63 -4.11 2.00
H 1.25 -4.93 0.45
H 1.50 -3.81 -1.69
C -0.09 4.00 -0.94
C 0.19 3.41 0.38
C -0.32 3.84 1.55
C 0.06 3.22 2.77
C 0.97 2.23 2.77
C 1.61 1.77 1.55
C 1.22 2.40 0.40
H 0.82 4.33 -1.46
H -0.81 4.81 -0.99
H -0.50 3.30 -1.68
H -1.15 4.53 1.66
H -0.34 3.64 3.68
H 1.44 1.87 3.68
H 2.36 1.01 1.72
H 1.54 2.17 -0.61
```

Here are the Löwdin charges for atoms 1 to 4, given in e: -0.06 -0.28 -0.05 -0.09